Record 1
The following is a quantum chemistry calculation of an isolated molecule of C18H20N2O6S, from the OMol25 dataset.

As for the gap between HOMO and LUMO: 9.112 eV. For the LUMO energy, the calculation gives 0.49 eV. The calculation puts the highest occupied orbital energy at -0.317 Eh. The total energy comes out at -1657.07351 Ha. Its energy relative to the best compared isomer or geometry (same formula, charge and spin) is 115.6 kJ/mol.

Atoms and positions in Å:
S 1.9914 -0.5172 2.5601
O 2.1162 0.2001 3.8026
O -0.1381 4.0062 -3.6254
O 3.2097 -0.9856 1.9499
O -1.5564 -1.5639 1.6288
O 1.9903 1.5725 -2.0458
O -1.3328 -1.0701 -3.3049
N -0.8167 -2.1008 -0.4251
N -0.2963 3.0924 -1.5756
C -0.6808 -2.0070 0.9134
C -0.6810 1.1513 2.9371
C -0.4811 2.0793 0.6193
C -2.0183 1.0396 -3.4761
C 0.1530 2.1969 -0.6074
C -1.3893 0.0096 -4.1030
C 1.3149 2.1630 -3.1387
C 0.9398 -1.9999 2.8312
C 1.7522 -2.9183 3.7192
C 0.0132 1.2491 1.6206
C 0.2427 3.1940 -2.8145
C 1.7986 0.6133 0.1097
C 0.6260 -2.5656 1.4586
C 1.1644 0.5249 1.3365
C -1.9342 -0.7386 -2.1396
C -2.0688 -1.7877 -1.0892
C 1.3043 1.4497 -0.8769
C -2.3688 0.5527 -2.1924
H -0.9650 -0.0822 -5.0834
H -2.8842 1.0802 -1.4171
H 0.8240 1.3791 -3.7390
H -2.2064 2.0149 -3.8752
H 2.0100 -2.3941 4.6364
H -1.3646 2.6712 0.8091
H 1.1948 -3.8191 3.9690
H -2.4693 -2.7021 -1.5446
H 2.7097 0.0617 -0.0544
H -1.3635 0.3012 2.9188
H 2.6755 -3.1913 3.2129
H -0.0654 -2.4608 -0.9914
H -1.2614 2.0493 3.1324
H -2.7509 -1.4389 -0.3112
H 2.0802 2.6364 -3.7597
H -1.0535 3.7212 -1.3403
H 0.5044 -3.6516 1.5225
H 0.0306 -1.6623 3.3262
H 0.0432 1.0054 3.7334
H 1.4578 -2.3576 0.7833



Record 2
The following is a quantum chemistry calculation of C18H20N4NiSSi as an isolated structure, from the OMol25 dataset.

As for the gap between HOMO and LUMO (alpha / beta): 7.345 / 7.239 eV. For the LUMO energy (alpha / beta), the calculation gives -0.51 / -0.81 eV. The spin multiplicity is 3. The calculation puts the highest occupied orbital energy (alpha / beta) at -0.289 / -0.296 Eh. The total energy comes out at -3112.91971 Ha. As for the expectation value of S²: 2.0104.

Atoms and positions in Å:
Ni -0.1306 0.1034 0.1361
S -0.1507 2.2645 -0.5620
Si -0.0622 0.0160 5.0930
N 2.1058 3.4062 -1.3012
N 0.1024 -1.9294 -0.0038
N 2.3154 1.1680 -0.9920
N 1.6988 0.0512 -0.6132
C 5.9207 -0.9096 -1.4528
C 0.2333 -1.7571 5.6718
C 3.5565 -1.3599 -1.3628
C 3.7051 -2.2859 -2.3947
C -0.0999 0.1557 2.0381
C 1.5368 2.2323 -0.9697
C -0.0573 0.0642 3.2547
C 1.9037 -3.4953 -0.0136
C -0.6792 -2.8636 0.5320
C -1.7502 0.6178 5.6803
C 4.9514 -2.5155 -2.9553
C 2.2250 -1.1204 -0.7670
C 1.3915 -2.2268 -0.2763
C 1.0837 -4.4569 0.5443
C -0.2383 -4.1393 0.8208
C 4.6740 -0.6678 -0.8986
C 1.3144 1.1417 5.7223
C 6.0600 -1.8300 -2.4815
H -0.9102 -4.8607 1.2628
H 1.1952 -2.1294 5.3138
H 2.9421 -3.7000 -0.2289
H 2.8354 -2.8133 -2.7684
H 1.3453 1.1783 6.8141
H 1.5756 4.2430 -1.1419
H -0.5437 -2.4237 5.2923
H -1.9444 1.6247 5.3066
H 1.1722 2.1593 5.3542
H 6.7857 -0.3748 -1.0826
H 0.2312 -1.8266 6.7624
H -1.8262 0.6403 6.7701
H -1.7002 -2.5708 0.7407
H 5.0549 -3.2262 -3.7649
H -2.5401 -0.0332 5.3008
H 4.5550 0.0539 -0.1040
H 7.0348 -2.0140 -2.9153
H 3.1083 3.4588 -1.3724
H 2.2874 0.7948 5.3695
H 1.4733 -5.4386 0.7789



Record 3
The following is a quantum chemistry calculation of an isolated molecule of C18H20N6O4S at a distorted geometry, from the OMol25 dataset.

As for the gap between HOMO and LUMO: 8.706 eV. For the LUMO energy, the calculation gives -0.20 eV. The calculation puts the highest occupied orbital energy at -0.327 Eh. The total energy comes out at -1725.55730 Ha. Its energy relative to the best compared isomer or geometry (same formula, charge and spin) is 126.7 kJ/mol.

Atoms and positions in Å:
S -0.7858 0.0423 2.7818
O -1.3835 -0.2923 4.0389
O 0.6503 0.0410 2.7030
O 0.7966 0.1053 -1.7173
O 4.2702 -1.6350 -2.8328
N -3.1882 7.2563 0.1108
N -4.3161 6.7811 0.6321
N -4.1506 5.6335 1.1236
N -1.5081 -0.9368 1.6225
N -2.8634 5.2875 0.9432
N 1.3156 -2.0481 -2.1018
C -1.0039 3.7445 1.1706
C -0.5276 2.5227 1.6121
C -1.3848 1.6424 2.2443
C -2.3428 4.0649 1.3758
C 3.8275 -3.4254 -4.0726
C 0.3695 -1.4232 0.0688
C 0.2479 -2.9099 0.4015
C 5.2119 -3.4144 -3.7739
C 3.2997 -2.3149 -3.4793
C -1.6085 -2.3340 1.9985
C -3.2008 3.1752 2.0210
C -0.2746 -3.0608 1.8334
C 1.8995 -1.8060 -3.4097
C -2.7145 1.9567 2.4540
C 0.8513 -1.0446 -1.3279
C -2.2832 6.3374 0.2991
C 5.4181 -2.3037 -3.0169
C -0.9951 -0.7480 0.2870
H 6.3016 -1.8961 -2.5676
H -3.3447 1.2448 2.9612
H 3.3006 -4.1524 -4.6560
H 1.0714 -0.9608 0.7732
H -2.3792 -2.7922 1.3697
H 1.8725 -0.7219 -3.5543
H -0.3379 4.4303 0.6723
H 0.5043 2.2413 1.4741
H -1.2611 6.3996 -0.0025
H -1.9357 -2.3539 3.0383
H -4.2311 3.4584 2.1678
H 1.3921 -2.9819 -1.7349
H 0.4455 -2.6244 2.5280
H -0.3998 -4.1163 2.0802
H -0.4492 -3.3931 -0.2903
H -0.9086 0.3225 0.0978
H 5.9434 -4.1328 -4.0811
H -1.7286 -1.1628 -0.4135
H 1.2189 -3.4064 0.3308
H 1.2991 -2.2955 -4.1831



Record 4
The following is a quantum chemistry calculation of C18H21BN3O3Pd as an isolated structure at a distorted geometry, from the OMol25 dataset.

As for the gap between HOMO and LUMO: 4.704 eV. For the LUMO energy, the calculation gives 2.70 eV. Its net charge is -1. The calculation puts the highest occupied orbital energy at -0.074 Eh. The total energy comes out at -1241.26788 Ha. Its energy relative to the best compared isomer or geometry (same formula, charge and spin) is 188.2 kJ/mol.

Atoms and positions in Å:
Pd -0.5925 -0.5646 1.0009
O 1.8423 -1.4309 -0.8397
O -1.2022 -0.1764 3.7389
O 0.9329 -3.2525 0.2174
N -0.5016 1.7330 1.1805
N -0.2672 3.4476 -0.6125
N -2.8482 -0.9326 1.6166
C 2.5453 -2.5399 -1.1680
C -0.4054 2.5526 0.3712
C -5.0115 -2.6446 1.9815
C 2.5379 -4.9026 -0.6660
C 2.0859 4.4976 -1.9205
C 0.1123 2.9333 -1.9440
C 0.2027 4.7881 -0.2470
C -2.2020 -1.1073 3.9843
C 3.6763 -5.0332 -1.4729
C 0.8708 4.0055 -2.7117
C -3.1052 -1.4510 2.8141
C -4.7342 -2.1140 0.7277
C 1.9942 -3.6454 -0.5235
C 3.6539 -2.6600 -1.9762
C 1.7055 4.9067 -0.4751
C -4.1781 -2.3167 3.0293
C 4.2233 -3.9330 -2.1171
C -3.6467 -1.2731 0.5995
B 0.7711 -1.8086 0.0843
H 1.1841 3.5939 -3.6715
H -5.8594 -3.3021 2.1318
H 2.8262 3.6965 -1.8909
H -0.7860 2.6369 -2.4877
H -4.3501 -2.7172 4.0224
H -0.3422 5.5283 -0.8357
H -0.0410 4.9551 0.7991
H 2.5434 5.3357 -2.4487
H -0.8650 -0.3061 2.7771
H 4.0759 -1.7950 -2.4734
H 2.2033 4.2475 0.2373
H -2.8382 -0.7057 4.7817
H 2.0241 5.9285 -0.2575
H 4.1424 -6.0051 -1.5824
H -1.7874 -2.0583 4.3551
H 5.1107 -4.0557 -2.7266
H 0.7326 2.0415 -1.8271
H 0.2020 4.8431 -2.9283
H -5.3556 -2.3412 -0.1288
H 2.1030 -5.7550 -0.1591
H -3.3824 -0.8434 -0.3586



Record 5
The following is a quantum chemistry calculation of an isolated molecule of C18H21BrN2OS2 at a distorted geometry, from the OMol25 dataset.

As for the gap between HOMO and LUMO: 8.033 eV. For the LUMO energy, the calculation gives 0.05 eV. The calculation puts the highest occupied orbital energy at -0.293 Eh. The total energy comes out at -4253.60147 Ha. Its energy relative to the best compared isomer or geometry (same formula, charge and spin) is 0.0 kJ/mol.

Atoms and positions in Å:
Br 8.9331 2.0558 0.0332
S 0.2906 -2.4655 0.2906
S 5.7239 1.8719 0.3663
O -2.6345 0.7441 -0.8703
N 2.6476 4.2621 1.2185
N 2.6693 2.1664 0.1925
C -0.6683 -5.0372 2.5326
C -0.3739 0.1610 -0.4505
C 7.2223 2.7073 0.6244
C -2.1046 -4.8439 2.1165
C 3.3040 3.2147 0.8041
C 5.5849 4.1526 1.4974
C -1.0136 2.4677 -0.4063
C 0.3030 2.8672 -0.1352
C 4.7544 3.1938 0.9553
C 0.9563 0.5182 -0.1936
C -1.3649 1.1224 -0.5388
C 7.0043 3.9057 1.2720
C -0.7329 -3.9991 0.3216
C -3.7098 1.2456 -0.0528
C -0.0274 -5.0742 1.1527
C 1.3089 1.8777 -0.0405
C -0.7457 -1.2983 -0.7012
C -2.0753 -3.7763 1.0481
H 1.0779 -4.9621 1.2062
H 3.2378 4.9583 1.6190
H -3.8917 2.2764 -0.3271
H -0.6554 -1.5441 -1.7737
H -2.7846 -4.6111 2.9403
H -2.0745 -2.7887 1.4864
H 1.7594 -0.2326 -0.1797
H -0.4640 -5.8882 3.1683
H -3.4430 1.1787 1.0085
H -0.2400 -6.0539 0.7151
H 3.2937 1.4174 -0.0807
H -1.7281 3.2559 -0.5901
H 5.2930 5.0663 1.9581
H -0.9045 -4.3208 -0.7279
H -2.4935 -5.7923 1.7150
H -2.9580 -3.8739 0.3787
H -0.3393 -4.1600 3.0595
H 7.8030 4.5473 1.6375
H -1.7802 -1.4521 -0.4618
H -4.6361 0.6197 -0.1941
H 0.6233 3.9046 0.0316



Record 6
The following is a quantum chemistry calculation of C18H21Cl3N2SeV as an isolated structure, from the OMol25 dataset.

As for the gap between HOMO and LUMO (alpha / beta): 7.070 / 6.478 eV. For the LUMO energy (alpha / beta), the calculation gives 0.34 / 0.34 eV. The spin multiplicity is 2. The calculation puts the highest occupied orbital energy (alpha / beta) at -0.247 / -0.226 Eh. The total energy comes out at -5534.01583 Ha. As for the expectation value of S²: 0.7576. Its energy relative to the best compared isomer or geometry (same formula, charge and spin) is 0.0 kJ/mol.

Atoms and positions in Å:
Se -0.8076 1.2682 2.2224
V 0.1201 -0.5418 0.9114
Cl -0.0743 0.5753 -1.3275
Cl 2.1361 -1.7271 -0.2124
Cl -2.7898 1.6490 -1.2015
N -3.6272 -2.2859 -0.0750
N -1.4587 -1.9273 0.2396
C -0.9332 3.0651 4.8133
C -2.6775 -1.5775 0.5759
C -2.9761 -3.1618 -0.9203
C -1.0732 2.0351 -1.1542
C -0.1670 1.2680 6.3661
C -0.4872 1.6563 5.0714
C 0.5831 -0.4145 8.0786
C 0.0421 -0.5722 4.3138
C -0.3769 0.7246 4.0298
C -1.6111 -2.9301 -0.7127
C -0.6554 -3.6677 -1.4110
C -2.4838 -4.8357 -2.5024
C 0.3499 -0.9296 5.6219
C 2.2082 -0.1752 0.8593
C 0.2530 -0.0212 6.6667
C 0.1656 -1.6044 3.2306
C -1.1133 -4.6147 -2.3032
C -3.4414 -4.1191 -1.8161
H -0.7881 -1.7679 2.7158
H 2.8969 -0.4269 1.6658
H -0.3022 -0.3937 8.7167
H 0.4813 -2.5720 3.6235
H -0.8330 2.4736 -0.1894
H -2.8927 -0.7976 1.2913
H -4.6174 -2.1377 0.0045
H 0.9972 -1.4221 8.1187
H 0.9718 -1.3655 2.5109
H -0.2449 2.0007 7.1626
H 0.6737 -1.9436 5.8290
H 2.6368 0.5833 0.2047
H -4.4968 -4.2951 -1.9720
H -0.9374 3.6424 5.7372
H -0.8434 2.6898 -1.9879
H -2.7999 -5.5889 -3.2118
H 0.3975 -3.4939 -1.2488
H 1.3153 0.2641 8.5188
H -0.2778 3.5612 4.0950
H -1.9354 3.0918 4.3817
H -0.3997 -5.2031 -2.8627



Record 7
The following is a quantum chemistry calculation of C18H21Cl4N3O10P2SV as an isolated structure, from the OMol25 dataset.

As for the gap between HOMO and LUMO (alpha / beta): 4.927 / 5.902 eV. For the LUMO energy (alpha / beta), the calculation gives 4.26 / 4.26 eV. The spin multiplicity is 4. Its net charge is -2. The calculation puts the highest occupied orbital energy (alpha / beta) at -0.025 / -0.061 Eh. The total energy comes out at -5481.36553 Ha. As for the expectation value of S²: 3.7566. Its energy relative to the best compared isomer or geometry (same formula, charge and spin) is 59.9 kJ/mol.

Atoms and positions in Å:
V -0.5514 -0.6751 0.7753
Cl -4.9388 1.7985 0.8941
Cl -5.6699 3.1207 -1.8773
Cl -3.6983 2.8104 -4.3085
Cl -1.0397 1.1479 -3.9426
S 0.6266 0.7692 2.6708
P -0.7583 -3.5433 -0.8258
P 1.8356 -2.8003 0.8124
O -1.4298 -4.8638 -1.0292
O -0.2976 -2.8419 -2.1876
O -0.7136 0.0373 -1.2344
O -1.4158 -2.5028 0.0221
O 1.6889 4.9568 -1.7880
O -2.3784 0.3418 0.8446
O 1.7498 -3.2159 2.2432
O 3.3593 -3.0020 0.2848
O 1.3786 -1.4974 0.2402
O 2.2795 3.4253 -0.2729
N -0.7563 4.2529 -2.0284
N -0.8274 -1.3859 2.7691
N 0.3963 -5.0636 1.0151
C -3.9025 1.5717 -0.4865
C -2.7345 0.8261 -0.2897
C -0.7329 3.4804 0.2371
C -1.5199 -2.3779 3.3204
C -4.2120 2.1821 -1.7152
C -0.9353 -1.6531 5.5040
C -2.1784 1.2800 -2.6262
C -0.1872 -0.4724 3.5391
C 0.8649 -4.1144 -0.0758
C -0.2372 -0.6118 4.9441
C -1.7832 4.9763 -1.2461
C -3.3544 2.0435 -2.7819
C -1.8337 0.6679 -1.4256
C 1.4439 3.8969 -0.9941
C 0.0070 3.3862 -1.0996
C 1.6561 -4.9043 -1.1076
C -1.2773 4.9044 0.1943
C -1.6056 -2.5678 4.6846
H -0.5723 -5.3332 0.7889
H 3.5687 -2.2357 -0.2636
H -0.4806 5.6362 0.3650
H -2.7493 4.4646 -1.3143
H -0.3441 -1.8671 -2.0549
H -1.1763 3.6963 -2.7623
H -1.9052 5.9957 -1.6193
H -0.9729 -1.7610 6.5833
H 0.8129 5.0819 -2.2407
H 0.5378 -4.5303 1.9026
H -2.1825 -3.3864 5.0940
H -0.1070 3.1954 1.0796
H 0.2820 0.1164 5.5527
H -2.0272 -3.0291 2.6142
H -1.5902 2.8098 0.2094
H 1.0193 -5.6590 -1.5749
H 2.5347 -5.3734 -0.6543
H 0.0546 2.3579 -1.4621
H 2.0063 -4.2288 -1.8848
H 0.9816 -5.8942 1.0446
H -2.0744 5.0817 0.9159



Record 8
The following is a quantum chemistry calculation of C18H21ClFN5O2 as an isolated structure at a distorted geometry, from the OMol25 dataset.

As for the gap between HOMO and LUMO: 8.358 eV. For the LUMO energy, the calculation gives 0.14 eV. The calculation puts the highest occupied orbital energy at -0.302 Eh. The total energy comes out at -1682.15906 Ha. Its energy relative to the best compared isomer or geometry (same formula, charge and spin) is 1515.5 kJ/mol.

Atoms and positions in Å:
Cl 3.6940 2.3247 0.3865
F 3.2938 -2.4268 0.2295
O -1.9435 0.1535 2.1211
O -1.8537 -0.9177 -1.7224
N -3.8832 1.2652 -0.9888
N -5.5883 0.7276 -0.1311
N -3.1494 -1.7798 -0.1853
N -1.0438 1.4309 0.4542
N 1.0257 -0.5322 0.1274
C 3.4156 -0.1975 0.2302
C 5.1177 -1.4644 -0.7496
C -5.3630 2.0749 0.3438
C 3.8409 -1.3366 0.0784
C 4.2885 0.9440 -0.0659
C -4.2329 2.3791 -0.5935
C 2.1390 -0.0862 1.2056
C 0.0638 1.8495 -0.3550
C 5.7706 -0.3952 -0.9873
C 5.3771 0.9755 -1.0275
C 0.8199 0.3088 -0.8700
C -4.4614 -1.3172 -0.9503
C -0.8557 -2.2308 -0.0299
C -1.0649 0.0109 1.1349
C -3.5409 -2.3251 1.2080
C -1.9115 -1.4221 -0.6778
C -0.1483 -0.9325 0.8009
C -4.6038 0.3964 -0.6230
H -4.5586 -2.2578 1.3874
H 2.1985 -0.8751 1.7861
H 0.1450 -1.5215 1.8591
H -1.2783 -2.9777 0.9595
H 1.8047 0.6937 -1.4651
H -0.2595 2.0327 -1.1727
H -2.8724 -1.9712 1.9314
H -3.2464 -3.4661 1.1305
H 2.0590 0.9089 1.5375
H 6.6657 -0.5722 -1.6189
H 5.4918 -2.6049 -1.0103
H -4.2372 -1.5176 -1.9883
H -1.5936 2.0585 0.6769
H 0.7880 2.2707 0.2398
H 5.9651 1.8549 -1.0881
H -0.2260 -2.5441 -0.5501
H 0.0576 -0.2113 -1.4573
H -2.8502 0.8522 -1.4513
H -3.8471 3.3310 -0.5657
H -5.4304 -1.7556 -0.7806
H -6.1161 2.6807 0.6263